# 1
The following is a DFT calculation (ωB97M-V/def2-TZVPD) of a structure of composition C33H61AuBN6Sb in a non-equilibrium geometry.

**Charge**: +2

Cartesian coordinates (Å):
Au -0.08972 -0.00408 -1.36056
C 4.97787 -0.95351 -1.51534
C 3.73859 -0.06569 -1.54026
C 4.11311 1.38673 -1.85800
C 2.98386 -0.09966 -0.24608
C 3.45907 -0.13928 1.06188
C 2.36659 0.07318 1.88373
C 2.32080 0.08244 3.38325
C 3.58222 0.70861 3.97104
C 2.12338 -1.35051 3.88872
N 1.26364 0.22070 1.10926
N 1.67130 0.11085 -0.20335
B -0.05828 1.03809 1.41362
N -1.38599 0.23641 1.15827
N -1.75621 -0.10588 -0.12249
C -3.02607 -0.50176 -0.13712
C -3.50536 -0.42604 1.16547
C -2.46576 0.02567 1.95489
C -2.51676 0.16557 3.45540
C -2.48648 1.60580 3.96549
C -1.47621 -0.70932 4.14998
C -3.74867 -0.87120 -1.39233
C -4.41283 -2.24362 -1.27160
C -4.78191 0.19953 -1.74809
N -0.02258 2.25427 0.41849
N -0.17924 1.93974 -0.89024
C 0.02440 3.02802 -1.65824
C 0.27645 4.08138 -0.79197
C 0.26229 3.57016 0.49753
C 0.49768 4.34740 1.76288
C -0.82872 4.75670 2.40407
C 1.44950 3.67924 2.75913
C -0.07637 3.00671 -3.15983
C -0.13764 1.59860 -3.75060
C -1.28374 3.82471 -3.62274
H 5.44851 -0.97959 -2.49694
H 4.76324 -1.97861 -1.21342
H 5.71370 -0.55471 -0.81584
H 3.04986 -0.40725 -2.32236
H 4.74024 1.80037 -1.06748
H 3.22694 2.01921 -1.94588
H 4.67028 1.43968 -2.79258
H 4.48025 -0.26822 1.37349
H 1.46295 0.68263 3.69092
H 4.46447 0.11194 3.73612
H 3.50423 0.75613 5.05629
H 3.74661 1.71973 3.59985
H 2.98802 -1.96547 3.63442
H 1.23674 -1.81342 3.45414
H 2.01418 -1.35880 4.97280
H -0.04868 1.41200 2.52740
H -4.49452 -0.67240 1.51010
H -3.50224 -0.23727 3.70542
H -1.49544 2.04518 3.88186
H -2.76060 1.61598 5.01977
H -3.19444 2.24009 3.43208
H -0.46762 -0.35627 3.94789
H -1.54487 -1.74959 3.83073
H -1.62749 -0.67766 5.22820
H -2.99226 -0.89066 -2.18779
H -5.08088 -2.26693 -0.41038
H -3.69080 -3.05070 -1.14411
H -5.01025 -2.46061 -2.15660
H -5.57644 0.22748 -1.00193
H -5.23787 -0.02045 -2.71213
H -4.33313 1.19227 -1.79574
H 0.46243 5.10737 -1.06074
H 0.99029 5.25907 1.41204
H -1.42635 3.88187 2.65863
H -1.41704 5.38565 1.73683
H -0.64502 5.31574 3.32078
H 0.92452 3.00150 3.43073
H 1.91986 4.44446 3.37523
H 2.24559 3.12341 2.25984
H 0.83394 3.47935 -3.54098
H -1.08441 1.10720 -3.47544
H 0.76244 1.01094 -3.48394
H -0.13658 1.60611 -4.84002
H -2.21380 3.37126 -3.27474
H -1.31568 3.88210 -4.70984
H -1.24016 4.84067 -3.23397
C -1.30430 -5.04579 -0.61749
C -0.86501 -3.65279 -0.16456
Sb -0.00367 -2.55673 -1.74487
C -0.78692 -3.21482 -3.60208
C -2.27508 -3.04198 -3.86620
C 2.01523 -3.15032 -1.82811
C 2.20866 -4.66370 -1.90474
H -1.65999 -5.60969 0.24468
H -0.49771 -5.62067 -1.06797
H -2.12537 -4.99651 -1.33300
H -0.09467 -3.67879 0.60810
H -1.69979 -3.07597 0.23070
H -0.49582 -4.26782 -3.59325
H -0.18392 -2.71793 -4.36326
H -2.89079 -3.53125 -3.11261
H -2.52268 -3.48855 -4.82887
H -2.56242 -1.99212 -3.91417
H 2.47276 -2.72863 -0.93106
H 2.45380 -2.64432 -2.68728
H 1.80931 -5.17113 -1.02769
H 3.27334 -4.89396 -1.94970
H 1.75008 -5.09722 -2.79354

# 2
The following is a DFT calculation (ωB97M-V/def2-TZVPD) of a cluster of 5 separate species, C5H15O6 in total.

**Charge**: -1

Cartesian coordinates (Å):
O 2.33881 -1.38775 0.07106
C 1.44391 -0.73442 0.61068
O 1.55069 0.48742 0.99052
C 0.09390 -1.44015 0.84749
C -0.48014 -2.00525 -0.46716
C -1.91042 -1.58308 -0.68897
C -2.24829 -0.63590 -1.55319
H -0.59290 -0.74355 1.32709
H 0.28569 -2.23290 1.57294
H -0.42201 -3.09650 -0.47918
H 0.11490 -1.67478 -1.31798
H -2.66259 -2.09184 -0.09091
H -1.50611 -0.11960 -2.15453
H -3.26507 -0.29246 -1.71862
H -1.42594 1.88319 1.48246
H -2.14167 1.14562 0.31350
O -2.00109 2.01017 0.69838
H 1.88902 -0.20715 -2.03413
H 0.87067 0.92666 -2.03251
O 1.30130 0.26456 -2.61964
H 0.56631 1.07277 1.96554
H -0.03469 0.86451 3.41518
O -0.13394 1.41542 2.62972
H 0.83131 1.66447 -0.14628
H -0.61055 2.15386 -0.43918
O 0.28897 2.15235 -0.80245

# 3
The following is a DFT calculation (ωB97M-V/def2-TZVPD) of the molecule C3H5NO.

**SMILES**: O=CN1CC1
**Charge**: 0

Cartesian coordinates (Å):
O 2.38259 -0.73279 0.04836
C 1.61822 0.20602 0.03556
N 0.29742 0.12422 -0.33368
C -0.98138 0.62864 0.06793
C -0.74245 -0.84006 -0.14360
H 1.96111 1.24180 0.21727
H -1.17270 0.96026 1.08735
H -1.51322 1.19904 -0.68817
H -1.13681 -1.31746 -1.04026
H -0.71279 -1.46966 0.74924

Kohn-Sham gap values (in eV) by entry order: 6.58 9.16 10.74.